110
Properties=species:S:1:pos:R:3:forces:R:3 method="wB97M-V/def2-TZVPD" gap_ev=6.09 e_homo_ev=-10.601 total_charge=+1 total_energy_ha=-102362.6131 spin_multiplicity=1 lumo_ev=-4.51
C -2.302 -5.105 1.953 -0.07 -0.17 -0.17
C -2.070 -4.031 1.470 -0.69 0.33 0.46
C -2.080 -2.624 1.226 2.34 0.95 -0.53
C -2.643 -2.075 0.038 0.71 -0.91 0.71
C -3.229 -2.987 -1.005 0.88 -0.23 0.02
C -2.223 -3.005 -2.169 -0.52 0.42 -0.29
O -2.102 -2.067 -2.885 0.17 0.10 -0.20
Cl -1.257 -4.442 -2.395 -0.21 0.01 0.26
N -2.621 -0.766 -0.111 -0.14 -0.15 -1.03
N -2.114 0.132 0.712 0.40 -0.07 -0.15
C -1.528 -0.314 1.787 1.10 -0.33 0.70
C -0.903 0.695 2.711 -0.35 0.21 0.16
C -1.131 2.141 2.270 -0.95 0.00 0.14
O -2.457 2.536 2.650 0.09 -0.10 -0.04
C -1.466 -1.716 2.148 0.29 -0.60 -2.05
C -0.772 -2.244 3.357 0.21 -0.11 -0.08
C 0.424 -3.174 3.028 0.46 -0.01 -0.12
C 1.740 -2.425 2.797 0.22 -0.44 -0.40
C 1.857 -1.751 1.406 0.03 0.07 0.53
N 2.333 -0.381 1.501 -0.56 -0.13 -0.23
C 3.362 0.021 2.283 0.89 0.01 0.88
C 3.579 1.367 2.159 -1.13 -0.45 -1.35
C 2.608 1.817 1.163 0.15 -1.37 1.06
C 1.867 0.709 0.826 0.03 1.30 -0.50
H -2.545 -6.064 2.355 0.18 0.00 -0.08
H -4.198 -2.611 -1.331 0.07 -0.11 -0.23
H -3.276 -4.002 -0.616 -0.37 0.18 0.22
H -3.046 -0.365 -0.954 0.02 -0.04 0.11
H 0.147 0.459 2.906 -0.03 0.03 -0.25
H -1.421 0.577 3.676 0.12 0.08 -0.02
H -1.052 2.259 1.188 0.49 0.02 0.11
H -0.477 2.832 2.794 0.18 -0.19 -0.19
H -3.080 2.087 2.068 -0.05 0.10 -0.02
H -0.380 -1.429 3.961 -0.26 -0.04 0.09
H -1.524 -2.797 3.935 0.08 0.07 0.02
H 0.600 -3.880 3.844 -0.29 0.18 0.12
H 0.223 -3.802 2.156 -0.05 0.08 0.07
H 1.938 -1.720 3.610 -0.15 0.07 -0.13
H 2.540 -3.169 2.847 -0.05 0.07 0.19
H 0.876 -1.757 0.923 0.16 0.20 -0.18
H 2.554 -2.318 0.783 -0.20 -0.04 -0.06
H 3.900 -0.686 2.898 -0.08 0.02 -0.04
H 4.320 1.938 2.687 0.06 -0.17 0.06
H 2.478 2.811 0.784 -0.33 -0.05 0.01
H 1.040 0.731 0.130 0.01 -0.58 0.04
C 5.694 4.392 -0.604 0.11 0.17 0.04
Br 4.812 3.615 0.925 1.18 1.02 -0.68
Br 4.473 5.444 -1.662 0.12 -0.10 0.13
Br 7.262 5.402 -0.111 -0.15 -0.06 -0.02
H 6.027 3.572 -1.223 -0.01 -0.02 0.03
C 11.161 5.703 -0.482 0.02 -0.04 0.04
Br 13.067 5.876 -0.288 -0.06 0.03 -0.08
Br 10.217 7.012 0.567 0.10 0.04 -0.03
Br 10.622 5.753 -2.332 0.01 0.03 0.04
H 10.887 4.731 -0.098 -0.02 0.01 -0.01
C 3.496 -5.944 5.351 0.01 -0.01 -0.04
Br 4.119 -6.462 3.606 -0.05 0.03 0.03
Br 3.615 -4.041 5.608 -0.02 0.00 0.05
Br 1.714 -6.591 5.693 0.02 0.03 -0.03
H 4.150 -6.407 6.077 -0.01 0.00 0.00
C -5.855 1.005 -2.164 -0.14 0.12 0.06
Br -6.039 0.789 -0.256 0.11 -0.01 -0.04
Br -5.487 2.821 -2.648 0.04 -0.10 0.06
Br -4.520 -0.211 -2.854 -0.04 0.16 -0.20
H -6.801 0.736 -2.615 0.01 -0.06 0.03
C -5.674 -1.233 3.284 -0.14 0.14 -0.09
Br -5.658 0.520 4.077 0.08 -0.07 -0.08
Br -3.988 -1.583 2.343 -3.86 0.08 2.56
Br -6.050 -2.617 4.557 0.10 0.06 -0.06
H -6.469 -1.246 2.547 0.04 -0.01 -0.01
C 0.943 3.594 5.370 -0.08 -0.11 0.06
Br 1.210 5.471 5.053 0.03 -0.09 -0.01
Br 1.934 2.507 4.108 -0.23 0.40 0.58
Br 1.343 3.094 7.184 0.00 0.04 0.01
H -0.109 3.392 5.214 0.00 0.02 0.01
C -2.174 -4.590 -6.122 0.00 -0.05 0.06
Br -3.330 -6.107 -5.859 0.04 0.04 -0.01
Br -0.319 -5.095 -6.119 -0.04 0.00 -0.05
Br -2.642 -3.601 -7.704 0.10 0.07 0.02
H -2.322 -3.928 -5.281 0.01 0.03 -0.04
C -0.115 -0.660 8.513 0.05 0.05 0.12
Br 1.784 -0.501 8.762 -0.05 -0.02 -0.05
Br -1.086 0.591 9.598 0.03 -0.01 -0.08
Br -0.603 -0.508 6.646 0.00 0.01 0.02
H -0.399 -1.652 8.833 -0.01 -0.01 -0.06
C -9.727 3.246 0.644 -0.03 0.05 0.02
Br -9.702 2.099 -0.907 -0.01 0.01 0.03
Br -11.461 3.285 1.467 0.07 -0.04 -0.03
Br -8.351 2.771 1.907 -0.05 0.00 0.03
H -9.512 4.247 0.302 0.02 -0.02 -0.01
C -3.553 -5.655 -10.880 0.04 -0.02 -0.07
Br -4.726 -7.146 -10.569 0.09 -0.21 -0.17
Br -1.705 -6.191 -10.866 -0.05 0.01 0.01
Br -4.015 -4.710 -12.489 0.00 -0.03 0.05
H -3.690 -4.969 -10.058 0.00 -0.02 0.01
C -7.709 -5.225 -8.741 -0.01 -0.06 -0.14
Br -5.909 -4.577 -8.530 -0.23 0.30 0.32
Br -8.764 -4.904 -7.163 0.04 0.01 -0.03
Br -8.540 -4.509 -10.318 0.03 -0.01 0.06
H -7.646 -6.297 -8.870 0.02 0.01 0.00
C 1.883 8.527 -3.340 -0.01 0.06 -0.03
Br 1.981 10.202 -2.402 0.02 -0.07 -0.01
Br 3.498 8.160 -4.320 -0.03 0.00 0.05
Br 1.431 7.075 -2.155 -0.09 0.09 -0.05
H 1.083 8.610 -4.061 0.00 -0.01 0.01
C 13.902 6.596 -4.190 -0.01 0.00 0.05
Br 15.587 5.919 -3.556 -0.01 0.02 -0.03
Br 13.795 8.510 -4.024 0.00 -0.06 -0.01
Br 13.527 6.012 -5.986 0.01 0.02 0.05
H 13.135 6.180 -3.553 0.01 0.01 0.00

16
Properties=species:S:1:pos:R:3:forces:R:3 method="wB97M-V/def2-TZVPD" gap_ev=10.11 e_homo_ev=-9.125 total_charge=0 smiles=CN(CN)P(N)F total_energy_ha=-687.1442 spin_multiplicity=1 lumo_ev=0.99
C 0.071 -0.592 1.001 0.03 0.05 -0.09
N 0.195 0.312 -0.126 0.15 -0.06 -0.42
C -0.965 1.136 -0.432 0.06 0.04 -0.14
N -1.122 2.310 0.389 -0.02 0.23 0.22
P 1.439 0.181 -1.245 0.34 -0.12 1.15
N 1.536 -1.494 -1.478 0.21 -0.02 0.08
F 2.684 0.288 -0.120 -0.54 0.07 -0.79
H -0.467 -1.508 0.732 0.00 0.02 0.05
H 1.065 -0.849 1.368 -0.06 -0.04 0.10
H -0.465 -0.093 1.811 0.05 -0.08 0.03
H -0.873 1.472 -1.468 -0.11 -0.13 0.06
H -1.879 0.535 -0.335 0.14 0.04 -0.12
H -0.303 2.905 0.304 -0.10 -0.07 0.07
H -1.223 2.062 1.367 0.00 0.08 -0.07
H 1.847 -2.007 -0.657 -0.12 -0.07 -0.17
H 2.093 -1.766 -2.279 -0.03 0.06 0.05

98
Properties=species:S:1:pos:R:3:forces:R:3 method="wB97M-V/def2-TZVPD" gap_ev=6.09 e_homo_ev=-10.684 total_charge=+1 total_energy_ha=-2319.5474 spin_multiplicity=1 lumo_ev=-4.60
O 0.209 2.326 -2.237 0.21 -0.02 -0.06
C -0.071 1.185 -2.382 -0.40 0.06 -0.36
O -1.309 0.761 -2.786 0.37 0.13 0.49
C 0.971 0.085 -2.319 -0.09 -0.31 0.32
C 2.020 0.117 -3.228 -0.30 0.23 0.14
C 2.955 -0.890 -3.228 -0.09 0.48 -0.34
N 2.861 -1.880 -2.335 0.12 0.04 0.00
C 1.886 -1.938 -1.416 0.01 -0.14 0.16
C 0.915 -0.964 -1.391 0.20 0.01 -0.10
C -0.192 -1.104 -0.369 0.21 -0.31 -0.09
F 0.206 -1.835 0.672 -0.08 0.13 -0.01
F -0.608 0.085 0.071 0.02 0.11 0.00
F -1.250 -1.722 -0.926 -0.07 0.07 0.07
H -1.702 0.200 -2.101 -0.14 -0.15 -0.24
H 2.101 0.914 -3.953 0.06 -0.06 -0.06
H 3.750 -0.867 -3.960 0.08 -0.32 0.10
H 3.561 -2.614 -2.335 -0.05 -0.04 0.00
H 1.923 -2.782 -0.735 -0.12 -0.06 -0.05
C -3.027 2.550 2.751 -0.11 -0.03 0.21
C -3.253 1.195 3.370 0.01 0.06 0.00
O -3.410 1.045 4.558 0.03 -0.03 -0.02
C -3.267 0.012 2.425 -0.08 -0.14 0.19
H -3.035 3.317 3.519 0.05 0.01 -0.01
H -2.060 2.575 2.247 -0.04 0.03 -0.08
H -3.810 2.764 2.021 0.07 -0.04 -0.09
H -2.312 -0.055 1.903 -0.03 0.06 -0.09
H -4.065 0.132 1.690 0.07 0.03 -0.08
H -3.433 -0.905 2.986 -0.01 0.02 0.01
C 3.099 1.783 -7.720 -0.01 0.03 0.26
C 2.966 0.383 -7.188 -0.01 -0.01 -0.10
O 2.887 0.169 -5.990 0.07 0.00 0.06
C 2.930 -0.738 -8.185 0.00 0.06 0.30
H 3.112 2.496 -6.900 0.00 -0.01 -0.01
H 4.025 1.874 -8.291 -0.05 -0.01 -0.11
H 2.262 2.009 -8.381 0.06 -0.02 -0.10
H 3.851 -0.747 -8.770 -0.06 0.03 -0.11
H 2.090 -0.603 -8.867 0.08 0.03 -0.10
H 2.826 -1.691 -7.682 0.01 -0.05 -0.03
C 3.253 -6.398 1.158 0.02 0.04 -0.24
C 2.218 -5.353 0.844 0.01 -0.18 0.04
O 2.085 -4.917 -0.285 0.08 0.35 0.03
C 1.354 -4.886 1.984 -0.06 0.14 -0.20
H 3.805 -6.655 0.257 -0.01 0.00 0.01
H 3.945 -6.021 1.912 -0.06 -0.06 0.09
H 2.769 -7.294 1.549 0.02 0.03 0.11
H 1.974 -4.451 2.769 -0.01 -0.10 0.07
H 0.807 -5.731 2.404 0.07 -0.01 0.09
H 0.642 -4.143 1.632 -0.02 -0.01 0.01
C 1.194 -4.540 -7.361 0.11 0.16 -0.01
C 1.872 -4.588 -8.711 0.01 -0.03 -0.08
O 2.644 -3.726 -9.067 -0.06 -0.05 0.11
C 1.537 -5.762 -9.593 0.12 0.10 -0.11
H 1.512 -3.651 -6.819 0.00 0.00 -0.01
H 0.110 -4.514 -7.486 -0.01 -0.10 0.03
H 1.454 -5.427 -6.782 -0.10 -0.05 -0.02
H 0.466 -5.781 -9.801 -0.02 -0.08 0.08
H 1.810 -6.694 -9.095 -0.10 -0.02 0.03
H 2.083 -5.683 -10.529 0.00 0.00 0.01
C -0.415 5.382 5.804 -0.07 -0.19 -0.15
C -1.091 5.910 4.568 0.02 -0.05 0.02
O -1.422 5.176 3.661 0.02 0.04 -0.02
C -1.345 7.395 4.513 -0.09 -0.05 -0.19
H -0.296 4.303 5.719 0.02 0.00 -0.01
H 0.569 5.840 5.919 -0.05 0.08 0.12
H -1.020 5.602 6.686 0.14 0.09 0.07
H -0.401 7.938 4.581 -0.02 0.03 0.11
H -1.979 7.695 5.348 0.09 0.04 0.06
H -1.838 7.648 3.577 0.01 -0.01 0.01
C 2.430 1.946 4.345 0.04 0.17 0.01
C 2.593 1.830 5.843 0.01 0.03 0.07
O 2.999 2.754 6.504 0.00 0.01 -0.03
C 2.226 0.507 6.473 0.03 0.09 0.12
H 2.727 2.943 4.027 0.00 0.00 0.00
H 3.057 1.207 3.841 -0.09 -0.07 -0.01
H 1.387 1.779 4.067 0.02 -0.10 -0.03
H 2.843 -0.291 6.058 -0.08 -0.03 -0.06
H 1.176 0.279 6.280 0.03 -0.07 -0.08
H 2.388 0.561 7.547 0.00 0.01 -0.01
C -3.637 -2.542 -3.249 0.00 -0.21 -0.09
C -3.494 -2.465 -4.753 0.00 0.00 -0.05
O -3.233 -3.443 -5.411 0.06 0.02 0.03
C -3.683 -1.106 -5.384 0.03 -0.12 -0.13
H -3.481 -3.566 -2.919 0.00 0.01 -0.01
H -2.892 -1.897 -2.782 -0.09 0.09 0.04
H -4.632 -2.214 -2.946 0.05 0.11 0.04
H -2.954 -0.400 -4.981 -0.08 0.05 0.07
H -4.685 -0.730 -5.170 0.03 0.07 0.07
H -3.552 -1.184 -6.460 -0.01 -0.01 0.01
C -3.560 4.943 10.581 0.13 0.15 0.00
C -2.789 4.652 9.317 0.01 -0.01 -0.01
O -1.906 5.383 8.932 -0.04 0.01 -0.03
C -3.172 3.405 8.557 0.15 0.09 -0.11
H -3.190 5.861 11.031 0.00 -0.01 -0.01
H -4.621 5.055 10.353 -0.02 -0.10 0.03
H -3.441 4.122 11.289 -0.10 -0.04 -0.02
H -4.219 3.458 8.253 -0.03 -0.07 0.08
H -3.038 2.526 9.189 -0.11 -0.01 0.02
H -2.549 3.307 7.671 -0.01 0.00 0.00